#i
The following is a DFT calculation (ωB97M-V/def2-TZVPD) of 2 unconnected molecules or ions with the total composition CH7NS2.

Values from the calculation:
LUMO energy, hartree: 0.0118
HOMO level, eV: -9.2

Last column: natural (NBO) charge in e.
CARTESIAN COORDINATES (ANGSTROEM)
1 N 5.91548 -2.78517 1.17140  -1.12
2 H 6.70242 -3.26947 1.04460  0.37
3 H 6.10596 -1.92965 1.71212  0.37
4 H 5.00679 -2.92298 0.82364  0.38
5 C -4.11368 1.89899 -1.27936  -0.80
6 S -3.14334 0.45227 -0.97585  0.12
7 S -2.29773 0.69855 0.97415  -0.13
8 H -5.12111 1.53093 -1.42938  0.22
9 H -3.82981 2.34986 -2.22539  0.22
10 H -4.10724 2.86795 -0.60385  0.26
11 H -1.11773 1.10870 0.78792  0.10



#ii
The following is a DFT calculation (ωB97M-V/def2-TZVPD) of 2 unconnected molecules or ions with the total composition CH7NS2.

Values from the calculation:
LUMO energy, hartree: 0.0115
HOMO level, eV: -9.1

Last column: natural (NBO) charge in e.
CARTESIAN COORDINATES (ANGSTROEM)
1 S 0.62195 0.79114 -3.30640  -0.13
2 S -0.28074 -0.76992 -2.35303  -0.11
3 H 1.39552 1.29945 -2.27218  0.13
4 H -0.91987 -0.10381 -1.44345  0.11
5 C -0.45664 0.24328 1.50521  -0.41
6 N 0.53478 -0.81149 1.31983  -0.84
7 H -1.09515 0.46422 0.63995  0.15
8 H 0.04726 1.13858 1.87021  0.20
9 H -1.12944 0.01023 2.33688  0.19
10 H 0.16931 -1.74009 1.16374  0.36
11 H 1.11302 -0.52161 0.53924  0.35



The structure shown above that is most stable: #ii.